{"formula": "C5H9N", "method": "ωB97M-V/def2-TZVPD", "e_above_lowest_kj_mol": 132.1, "fmax_ev_per_a": 1.97, "e_lumo_ev": 1.017, "mol_weight_g_mol": 83.13, "energy_ev": -6819.62624, "total_charge": 0, "symbols": ["H", "N", "C", "C", "C", "C", "C", "H", "H", "H", "H", "H", "H", "H", "H"], "xyz": [[0.6411, -2.0824, 0.3116], [0.3904, -2.1446, -0.6734], [-0.1586, -1.0087, -0.6388], [-0.7962, -0.0473, -1.6031], [-0.4630, 1.0412, -0.5533], [-0.2196, -0.0077, 0.5483], [0.9468, 0.2621, 1.5256], [-0.3631, 0.0485, -2.6030], [-1.8713, -0.2366, -1.6956], [-1.2301, 1.7816, -0.3522], [0.4923, 1.5173, -0.7902], [-1.1243, -0.2034, 1.1449], [0.7704, 1.2054, 2.0674], [1.0790, -0.5016, 2.3052], [1.9060, 0.3762, 1.0066]], "forces_ev_per_angstrom": [[0.906, -1.721, 0.302], [-0.236, 0.780, 0.297], [0.062, 0.158, 0.519], [-0.056, 0.070, -0.065], [-0.127, 0.569, -0.060], [-0.070, 0.151, -0.052], [-0.031, -0.091, -0.158], [-0.028, -0.098, 0.209], [0.129, 0.061, 0.034], [0.019, 0.207, -0.064], [-0.186, 0.146, -0.041], [0.054, 0.099, -0.300], [-0.098, -0.254, -0.249], [-0.148, 0.013, -0.330], [-0.191, -0.089, -0.043]], "lowdin_charge": [0.042, 0.160, -0.385, -0.102, -0.154, -0.302, -0.071, 0.111, 0.115, 0.103, 0.113, 0.142, 0.078, 0.071, 0.079]}